82
Properties=species:S:1:pos:R:3:forces:R:3:lowdin_charge:R:1 method="wB97M-V/def2-TZVPD" smiles="O=[N+]([O-])c1ccccc1.O=[N+]([O-])c1ccccc1.O=[N+]([O-])c1ccccc1.BrCCBr.BrCCBr.BrCCBr.BrCCBr.BrCCBr" e_homo_ev=-9.943 homo_lumo_gap_ev=8.892 largest_force_ev_per_a=5.3
O -1.489422 -2.545215 3.984899 -1.1808 -0.3290 0.6307 0.10
N -0.365525 -2.233702 3.737907 1.8992 -0.4937 -0.6505 -0.35
O 0.638064 -2.949354 3.962497 -1.6736 1.5999 -0.2376 0.04
C -0.199740 -0.951327 2.988101 1.2831 0.3122 -1.9968 -0.11
C -1.252702 -0.067514 2.638326 1.9655 -0.6114 0.4733 0.02
C -0.831524 1.084117 1.941577 -1.4153 0.4178 1.1166 -0.10
C 0.430069 1.331329 1.479293 0.2485 -1.4971 -0.6493 -0.08
C 1.357446 0.278052 1.528480 -0.1471 0.7845 1.0717 -0.06
C 1.082308 -0.805298 2.364349 -0.7797 0.6109 0.6482 0.00
H -2.269082 -0.258571 2.949548 0.0260 0.1831 0.0712 0.11
H -1.482100 1.943375 1.871954 -0.6488 -0.2707 -0.1379 0.10
H 0.584225 2.279803 0.986323 0.4279 -0.0729 -0.0573 0.11
H 2.331539 0.441781 1.091743 0.1382 -0.3560 0.0164 0.10
H 1.875418 -1.473332 2.666225 -0.1449 -0.2800 -0.2996 0.11
O -2.222774 3.474503 -9.766192 -0.3666 2.9066 -0.2766 0.06
N -2.369152 4.695003 -9.501439 -0.5944 -0.9907 -0.0084 -0.32
O -2.780877 5.619691 -10.222852 0.7948 -2.3253 0.8350 0.08
C -2.055201 5.055433 -8.111231 0.2040 2.6780 1.1531 -0.13
C -2.808184 6.110546 -7.462419 0.0531 -0.9073 -2.3164 -0.01
C -2.465848 6.576888 -6.250061 0.4064 -0.4424 2.0374 -0.09
C -1.369652 6.030149 -5.565308 -0.8533 0.1919 -0.6555 -0.08
C -0.550024 5.160147 -6.229033 -0.1315 -0.3755 0.1209 -0.07
C -0.874429 4.645057 -7.515178 -0.6531 -0.5786 1.1499 0.01
H -3.667007 6.588885 -7.909637 -0.0519 -0.4081 -0.5226 0.12
H -3.103833 7.247144 -5.693178 -0.1447 0.2525 -0.3005 0.11
H -1.278042 6.180918 -4.499819 0.4505 0.4288 -0.0392 0.11
H 0.273368 4.865325 -5.595403 0.4127 -0.7567 -0.6768 0.10
H -0.392303 3.739057 -7.851485 0.4710 0.3227 -0.4975 0.12
O 10.862353 -2.938662 -0.807102 -2.2852 -2.8928 3.7414 0.02
N 10.527384 -3.625500 0.257370 3.4474 1.6936 -0.6601 -0.26
O 11.349369 -3.789135 1.194628 -1.9694 0.4214 -2.2249 0.04
C 9.199884 -4.263671 0.480231 -0.5685 -0.4202 -1.8960 -0.14
C 8.884281 -4.757648 1.736921 0.5930 0.7044 -0.0263 -0.01
C 7.653676 -5.338497 1.995640 0.1455 0.5120 1.6929 -0.09
C 6.689633 -5.471254 1.055647 1.0636 -0.6414 -3.1976 -0.07
C 7.088906 -5.143755 -0.275071 0.0169 1.5852 0.3653 -0.06
C 8.307990 -4.484920 -0.607834 -0.8124 -1.0249 1.7994 0.02
H 9.608019 -4.641261 2.530061 -0.0307 0.0294 0.0086 0.12
H 7.398503 -5.552802 3.022943 0.2620 -0.3550 0.1521 0.11
H 5.796194 -6.067814 1.166545 -0.2888 0.4687 0.4066 0.11
H 6.317916 -5.155438 -1.031259 0.1378 -0.5156 -0.3409 0.10
H 8.508007 -4.299532 -1.652832 0.2817 0.4400 0.1798 0.11
Br -7.765060 7.316795 0.943946 -0.0187 -0.4414 -0.4200 0.58
C -7.542871 7.677603 2.834625 -0.4193 0.9885 -0.2730 -0.67
C -7.730146 9.226657 3.023745 0.3542 -1.1759 -0.4227 -0.68
Br -9.520444 9.646665 2.419546 -0.3953 0.3609 0.3812 0.59
H -6.581422 7.190357 2.996848 0.0257 0.7154 0.6429 0.04
H -8.340587 7.168129 3.375151 0.1707 -0.0866 -0.1143 0.05
H -7.112420 9.809027 2.340104 0.2515 -0.2221 0.3495 0.04
H -7.635375 9.559041 4.057502 0.0323 -0.1383 -0.1426 0.05
Br -5.752103 0.177930 -4.072956 0.6259 -0.5501 -0.0556 0.56
C -3.925974 -0.640560 -4.266362 -0.1818 0.5092 1.4580 -0.65
C -4.033188 -2.015543 -4.840904 -1.0088 0.0614 -1.0988 -0.71
Br -2.409022 -3.129688 -4.638490 -0.8232 0.7257 -0.1242 0.59
H -3.573737 -0.873439 -3.261473 -0.0296 0.9349 0.2306 0.04
H -3.403738 0.214486 -4.695612 0.3817 -0.8154 -0.3777 0.05
H -4.379259 -1.985193 -5.874065 0.5741 -0.2958 -0.1611 0.06
H -4.870436 -2.452877 -4.296986 0.4643 -0.5708 0.1344 0.04
Br -8.785855 -2.155178 2.674398 0.5905 -1.4710 -0.2703 0.54
C -8.022739 -3.987671 2.259173 0.2747 -0.1892 -1.2201 -0.60
C -7.278876 -3.908040 0.867935 0.0869 0.8008 0.8860 -0.69
Br -6.138216 -5.440359 0.380591 -0.5839 0.2628 0.4337 0.57
H -8.822999 -4.727619 2.272081 -0.3037 0.4571 -0.3202 0.05
H -7.369459 -4.330743 3.061414 0.2597 0.7012 -0.0726 0.05
H -6.584550 -3.068758 0.908341 0.0599 -0.1609 0.1714 0.03
H -7.895858 -3.691856 -0.004248 -0.3781 -0.3932 0.3854 0.05
Br 8.310243 4.289759 -2.567107 0.2288 0.1753 -0.2682 0.62
C 8.975322 2.826799 -3.656740 -1.5599 -1.7019 -0.4508 -0.69
C 7.927280 2.530119 -4.763836 0.7005 1.0052 -0.0597 -0.68
Br 8.524106 1.160478 -6.106250 -0.2887 0.8821 0.9954 0.55
H 8.823085 1.972740 -2.996807 1.1478 0.0714 0.1419 0.04
H 9.977482 2.976338 -4.058501 -0.1915 0.1188 0.4081 0.06
H 7.780073 3.485065 -5.268333 -0.2387 -0.4110 -0.5512 0.04
H 6.987070 2.203776 -4.319313 0.2034 -0.1452 -0.2138 0.05
Br -1.097563 -8.867761 11.209458 -0.3770 0.9436 0.5785 0.53
C -1.308055 -6.970166 11.875532 0.9393 -0.8600 -1.0333 -0.62
C 0.019973 -6.225951 11.548742 -1.7827 0.4542 1.9904 -0.65
Br 1.272489 -6.325359 13.113406 -0.3486 -0.3154 -1.1518 0.55
H -1.635462 -6.982635 12.915129 0.5891 -0.1662 -0.0433 0.05
H -2.133015 -6.531166 11.314453 0.1906 -0.1772 -0.3104 0.05
H -0.304373 -5.190216 11.649442 0.4858 0.1897 -0.5404 0.04
H 0.418551 -6.463989 10.562548 0.3038 -0.0687 0.5071 0.06


88
Properties=species:S:1:pos:R:3:forces:R:3:lowdin_spin:R:1 method="wB97M-V/def2-TZVPD" spin_multiplicity=5 s2=6.0383 e_homo_ev="-6.211 / -7.050" homo_lumo_gap_ev="6.814 / 6.846" largest_force_ev_per_a=2.6
Fe 0.146307 -0.044415 3.884383 -0.9145 -0.0710 2.2978 3.43
C -2.115581 -0.265281 4.824724 -0.1607 -1.1006 -2.3077 0.04
C -2.032887 -0.258079 3.427683 -0.5424 -0.2298 1.4894 0.05
C -2.327051 0.931542 2.543473 -0.1864 0.3613 -0.5014 0.02
C -1.138237 1.928515 2.312353 -0.6178 -0.2883 -0.4643 0.03
C -0.236993 2.133899 3.499170 -0.6615 1.3874 1.5001 0.04
C -0.683886 2.271201 4.808437 1.3252 0.4748 -1.9530 0.05
C -2.110340 2.268248 5.230208 -0.8557 -0.2075 0.4294 0.01
C -2.646886 0.855037 5.632120 0.1710 0.8284 0.7490 0.01
C 1.509043 -1.144322 3.096102 0.3911 -0.5370 -1.2977 0.09
H -2.049965 -1.239897 5.326877 0.0221 0.4414 -0.2562 0.00
H -2.038939 -1.246341 2.944521 0.3243 0.4430 0.2690 0.01
H -3.180995 1.532778 2.896214 0.1567 -0.5055 -0.0143 0.00
H -2.617490 0.517932 1.566029 -0.0100 0.3813 0.2366 0.00
H -0.528875 1.589482 1.462180 -0.1182 -0.0122 0.2168 0.00
H -1.589873 2.882254 1.982426 0.2550 -0.1330 0.1592 0.01
H 0.777507 2.464551 3.255196 -0.1211 -0.3642 0.2861 0.01
H 0.053227 2.540729 5.577460 -0.2313 -0.2618 -0.4206 0.00
H -2.781639 2.674877 4.456549 0.5296 -0.0747 0.1686 0.00
H -2.243761 2.925668 6.108219 0.2170 -0.2379 -0.3447 0.00
H -2.424459 0.662753 6.691890 -0.0915 0.1452 -0.3270 0.00
H -3.747846 0.911467 5.560930 0.3075 -0.2781 -0.0903 0.00
H 1.610048 -2.058132 3.692612 0.0390 0.1411 -0.1677 0.01
H 2.467550 -0.613852 3.059305 -0.0721 -0.1421 -0.0137 0.02
H 1.195642 -1.402347 2.074751 0.3897 -0.2009 -0.0178 0.03
P -0.205121 -1.722973 -3.495973 -0.2467 -1.4077 0.2666 0.00
P 1.522198 0.472131 -3.862336 1.4317 0.6892 -0.4878 0.00
C -1.046493 -0.246094 -4.111286 0.6887 1.1480 -0.1207 0.00
C -0.182251 0.762095 -4.409230 -0.8031 -1.0986 0.0577 0.00
C -0.733411 -2.970668 -4.728334 -0.1131 -0.0128 -0.1154 0.00
C -1.855733 -2.793999 -5.545563 0.0792 -0.5900 -0.2082 0.00
C -2.200022 -3.776266 -6.481866 0.3356 -0.0389 0.1887 0.00
C -1.407399 -4.922760 -6.618268 0.0326 0.2717 0.1801 0.00
C -0.260148 -5.077590 -5.827889 -0.1897 0.0149 -0.0733 0.00
C 0.086418 -4.104593 -4.892219 -0.4647 0.1736 -0.0373 0.00
C -1.170777 -2.106118 -1.997016 -0.3461 0.1062 -0.0610 0.00
C -0.856376 -1.291828 -0.894970 -0.4314 -0.4938 0.0454 0.00
C -1.490679 -1.513730 0.322839 -0.0150 0.0515 -0.2200 0.00
C -2.510302 -2.467801 0.426557 0.2833 0.0815 -0.0664 0.00
C -2.826381 -3.264090 -0.674312 0.0549 0.0329 -0.0498 0.00
C -2.141974 -3.110141 -1.884942 0.1139 0.4503 0.5100 0.00
C 2.386346 0.995151 -5.431935 -0.1584 0.0565 -0.0719 0.00
C 2.256574 0.157783 -6.563315 0.2918 0.7360 -0.0483 0.00
C 2.806321 0.555172 -7.791644 -0.0517 0.0349 0.4579 0.00
C 3.501966 1.764638 -7.901045 -0.0337 -0.0759 0.2003 0.00
C 3.661585 2.570717 -6.770727 -0.0580 -0.3564 -0.0255 0.00
C 3.117162 2.181424 -5.541420 0.0420 0.1192 -0.3574 0.00
C 1.777807 1.925722 -2.776781 0.1919 0.2371 -0.0718 0.00
C 3.012988 2.018329 -2.103291 -0.4506 0.3104 -0.1097 0.00
C 3.321133 3.162482 -1.368277 -0.1741 -0.0453 -0.0765 0.00
C 2.397509 4.210021 -1.282093 -0.0901 -0.1732 -0.1264 0.00
C 1.152140 4.095398 -1.906524 0.1264 -0.2025 0.1438 0.00
C 0.833412 2.946410 -2.635781 0.3081 0.2380 0.1447 0.00
H -2.136871 -0.225067 -4.210971 0.3626 0.2637 -0.2795 0.00
H -0.396738 1.674801 -4.968762 -0.3963 -0.1461 0.2865 0.00
H -2.465106 -1.894979 -5.457233 0.1058 -0.3181 -0.0307 0.00
H -3.085358 -3.641465 -7.098069 0.1501 -0.0611 0.0492 0.00
H -1.679595 -5.687766 -7.347974 0.1049 0.2228 0.2273 0.00
H 0.363607 -5.964613 -5.942263 -0.1579 0.2247 0.0014 0.00
H 0.982048 -4.216671 -4.273225 -0.3071 0.0444 -0.2247 0.00
H -0.135615 -0.478025 -0.996472 0.0031 -0.3131 0.0540 0.00
H -1.165713 -0.929984 1.181185 -0.1576 -0.1771 -0.2328 0.00
H -3.051599 -2.582200 1.368200 0.1762 -0.0831 -0.2670 0.00
H -3.614486 -4.011013 -0.593117 0.1579 0.1342 -0.0043 0.00
H -2.381477 -3.736824 -2.739472 0.0405 0.0666 0.1177 0.00
H 1.711026 -0.781830 -6.491975 0.0631 0.1396 0.0050 0.00
H 2.690817 -0.084507 -8.663225 0.0155 0.0889 0.1367 0.00
H 3.930695 2.067098 -8.861694 -0.1873 -0.1073 0.3738 0.00
H 4.213724 3.504922 -6.842399 -0.0890 -0.1446 0.0106 0.00
H 3.254257 2.831086 -4.674041 -0.1057 -0.2103 -0.2608 0.00
H 3.727978 1.199253 -2.177985 -0.1243 0.1685 -0.0050 0.00
H 4.284616 3.236368 -0.866061 -0.2149 0.0130 -0.0891 0.00
H 2.646659 5.111685 -0.723331 -0.0651 -0.2180 -0.1223 0.00
H 0.424947 4.900828 -1.826544 0.1381 -0.1261 0.0110 0.00
H -0.144168 2.855002 -3.111381 0.3097 0.1286 0.1392 0.00
C -0.410836 -1.033825 7.918151 -0.0428 -0.0516 0.0777 0.00
C 0.323775 0.078325 7.129321 -0.1550 0.0101 -0.4263 0.02
C 1.385655 0.784130 7.984342 -0.1629 -0.1678 0.0741 0.00
C 0.893125 -0.429381 5.779682 0.1775 -0.0723 0.7097 0.07
H -0.138679 -2.035881 7.552388 -0.0124 0.3030 0.1205 0.00
H -1.505070 -0.944399 7.815645 0.2912 -0.0805 0.0869 0.00
H -0.178117 -1.005993 8.997736 -0.1235 0.0654 -0.3936 0.00
H -0.429381 0.829064 6.851331 0.1626 0.0347 0.5663 0.00
H 2.192305 0.093283 8.255392 -0.0650 0.0480 -0.1025 0.00
H 1.828607 1.633314 7.455644 0.0096 -0.0997 -0.0562 0.00
H 0.955499 1.167030 8.914431 -0.0188 0.0086 0.0121 0.00
H 1.907861 -0.020494 5.666619 0.0789 -0.1621 0.0109 0.01
H 0.991513 -1.528378 5.829964 0.1397 0.3579 -0.0697 0.01